Version i
Computed, not measured: an isolated molecule of C18H26N2O5, with wB97M-V/def2-TZVPD.

Geometry (Å):
C1 -5.63 -2.60 -1.23
C2 -4.61 -1.57 -1.69
O1 -4.44 -0.52 -0.74
C3 -3.61 -0.79 0.28
O2 -3.01 -1.83 0.43
N1 -3.56 0.24 1.18
C4 -2.47 0.25 2.13
C5 -1.42 1.30 1.68
N2 -1.62 1.62 0.29
C6 -0.86 1.15 -0.74
O3 -1.13 1.42 -1.90
C7 0.35 0.35 -0.38
C8 0.25 -0.94 0.11
C9 1.41 -1.65 0.35
C10 2.67 -1.11 0.13
O4 3.70 -1.94 0.46
C11 5.03 -1.70 0.04
C12 5.83 -2.95 0.36
C13 2.77 0.21 -0.36
O5 4.02 0.72 -0.57
C14 4.18 2.04 -1.07
C15 4.00 3.10 0.01
C16 1.60 0.91 -0.62
C17 -2.88 2.26 0.00
C18 -4.00 1.57 0.81
H1 -5.27 -3.09 -0.33
H2 -6.58 -2.12 -1.01
H3 -5.77 -3.34 -2.01
H4 -3.64 -2.05 -1.87
H5 -4.94 -1.07 -2.60
H6 -2.04 -0.75 2.15
H7 -2.86 0.49 3.12
H8 -1.55 2.23 2.25
H9 -0.41 0.93 1.84
H10 -0.71 -1.41 0.26
H11 1.36 -2.66 0.72
H12 5.44 -0.83 0.58
H13 5.06 -1.49 -1.03
H14 5.79 -3.16 1.43
H15 6.87 -2.80 0.07
H16 5.42 -3.80 -0.17
H17 3.51 2.22 -1.91
H18 5.21 2.06 -1.44
H19 3.00 3.08 0.42
H20 4.20 4.08 -0.41
H21 4.70 2.92 0.83
H22 1.63 1.91 -1.02
H23 -2.83 3.33 0.26
H24 -3.05 2.17 -1.07
H25 -4.92 1.50 0.23
H26 -4.21 2.11 1.74

Computed properties:
**SMILES**: CCOC(=O)N1CCN(C(=O)c2ccc(OCC)c(OCC)c2)CC1
**HOMO energy**: -8.02 eV
**Charge**: 0
**2S+1**: 1
**LUMO energy**: 0.789 eV
**HOMO-LUMO gap**: 8.8 eV

Version ii
Computed, not measured: an isolated molecule of C18H26N2O5, with wB97M-V/def2-TZVPD.

Geometry (Å):
C1 -5.03 -0.47 -2.42
C2 -5.46 -0.78 -1.00
C3 -4.75 -2.00 -0.43
O1 -3.32 -1.86 -0.43
C4 -2.78 -1.09 0.50
O2 -3.41 -0.54 1.37
C5 -1.27 -1.04 0.34
C6 -0.72 0.40 0.19
C7 -1.81 1.28 -0.42
O3 -2.24 1.07 -1.54
N1 -2.28 2.29 0.33
C8 -1.88 2.63 1.68
C9 -1.18 1.42 2.31
N2 -0.16 0.88 1.44
C10 1.00 1.74 1.25
C11 2.15 0.94 0.70
C12 2.91 1.43 -0.35
C13 3.98 0.69 -0.85
O4 4.66 1.26 -1.88
C14 5.74 0.57 -2.45
C15 4.28 -0.55 -0.30
C16 3.52 -1.04 0.75
O5 3.73 -2.24 1.36
C17 4.79 -3.05 0.92
C18 2.46 -0.29 1.25
H1 -5.62 0.34 -2.83
H2 -3.98 -0.18 -2.44
H3 -5.16 -1.35 -3.06
H4 -5.26 0.08 -0.36
H5 -6.54 -0.98 -0.96
H6 -4.93 -2.89 -1.04
H7 -5.08 -2.18 0.60
H8 -0.81 -1.48 1.23
H9 -1.02 -1.63 -0.53
H10 0.09 0.35 -0.53
H11 -3.01 2.85 -0.10
H12 -1.22 3.50 1.66
H13 -2.77 2.89 2.26
H14 -1.92 0.64 2.48
H15 -0.73 1.71 3.26
H16 1.28 2.13 2.24
H17 0.79 2.59 0.59
H18 2.69 2.38 -0.81
H19 6.12 1.21 -3.24
H20 6.54 0.40 -1.72
H21 5.43 -0.39 -2.88
H22 5.11 -1.13 -0.69
H23 5.76 -2.56 1.04
H24 4.76 -3.94 1.54
H25 4.66 -3.35 -0.13
H26 1.87 -0.68 2.07

Computed properties:
**SMILES**: CCCOC(=O)C[C@H]1C(=O)NCCN1Cc1cc(OC)cc(OC)c1
**HOMO energy**: -8.17 eV
**Charge**: 0
**2S+1**: 1
**LUMO energy**: 0.714 eV
**HOMO-LUMO gap**: 8.9 eV

Verdict on stability: version i comes out on top.

Version i
Computed, not measured: C5H6Si as an isolated structure, with wB97M-V/def2-TZVPD.

Geometry (Å):
C1 1.76 0.23 -0.73
C2 1.65 0.42 0.55
C3 -1.63 -0.81 -0.13
C4 -0.37 -1.24 0.06
C5 0.35 0.06 -0.17
Si1 -1.22 1.02 0.06
H1 2.33 0.09 -1.71
H2 2.08 0.78 1.42
H3 -2.55 -1.43 -0.12
H4 0.04 -2.33 0.09
H5 -0.74 1.21 1.40
H6 -1.71 1.99 -0.74

Computed properties:
**HOMO energy**: -8.49 eV
**Charge**: 0
**2S+1**: 1
**LUMO energy**: 1.022 eV
**HOMO-LUMO gap**: 9.5 eV

Version ii
Computed, not measured: C5H6Si as an isolated structure, with wB97M-V/def2-TZVPD.

Geometry (Å):
C1 0.65 -1.27 -0.09
C2 -0.71 -1.51 -0.02
C3 1.00 0.07 -0.01
C4 0.10 1.08 -0.75
C5 0.04 1.06 0.75
Si1 -1.51 0.22 -0.02
H1 1.42 -1.95 0.05
H2 -1.04 -2.42 0.24
H3 2.06 0.49 -0.01
H4 0.37 1.80 -1.42
H5 0.41 1.75 1.34
H6 -2.80 0.68 -0.06

Computed properties:
**HOMO energy**: -8.44 eV
**Charge**: 0
**2S+1**: 1
**LUMO energy**: 1.033 eV
**HOMO-LUMO gap**: 9.5 eV

Verdict on stability: version ii comes out on top.

Version i
Computed, not measured: C20H32N2O7SbW as an isolated structure, with wB97M-V/def2-TZVPD.

Geometry (Å):
W1 0.41 0.29 -0.78
O1 -3.35 4.50 1.28
C1 -2.76 3.78 0.52
C2 -3.32 2.99 -0.65
O2 -4.48 2.92 -1.01
C3 -2.18 2.25 -1.19
C4 -0.97 2.61 -0.60
O3 0.22 2.33 -1.02
C5 -1.25 3.50 0.55
O4 -0.50 3.91 1.39
O5 -2.36 1.33 -2.10
C6 0.47 -4.15 -0.58
C7 0.81 -2.70 -0.68
N1 -0.12 -1.74 -0.66
O6 -1.43 -2.23 -0.51
C8 2.10 -2.16 -0.71
C9 3.43 -2.84 -0.72
N2 1.96 -0.83 -0.66
O7 2.78 0.22 -0.63
H1 -0.01 -4.53 -1.48
H2 -0.21 -4.34 0.25
H3 1.38 -4.74 -0.41
H4 -1.90 -1.43 -0.26
H5 3.56 -3.49 -1.58
H6 3.61 -3.44 0.18
H7 4.21 -2.07 -0.76
C10 -1.70 -0.11 -4.69
C11 -0.70 0.45 -3.68
C12 -0.37 1.89 -4.06
C13 0.59 -0.38 -3.73
C14 -1.27 0.33 -2.25
H8 -1.32 -0.03 -5.71
H9 -2.64 0.44 -4.64
H10 -1.91 -1.16 -4.48
H11 0.02 1.92 -5.08
H12 0.39 2.33 -3.40
H13 -1.26 2.52 -4.02
H14 1.00 -0.41 -4.74
H15 0.43 -1.41 -3.39
H16 1.39 0.05 -3.10
H17 -1.83 -0.61 -2.23
C15 -2.42 0.23 2.54
C16 -1.17 0.91 3.11
Sb1 0.53 0.45 1.90
C17 2.01 1.77 2.70
C18 2.36 1.55 4.17
C19 1.14 -1.43 2.72
C20 0.65 -1.75 4.12
H18 -3.31 0.45 3.14
H19 -2.30 -0.86 2.51
H20 -2.60 0.56 1.52
H21 -0.97 0.59 4.13
H22 -1.29 2.00 3.12
H23 1.64 2.78 2.52
H24 2.86 1.62 2.04
H25 1.49 1.69 4.82
H26 3.13 2.26 4.50
H27 2.75 0.55 4.35
H28 2.23 -1.42 2.66
H29 0.80 -2.17 1.99
H30 0.94 -0.99 4.85
H31 1.04 -2.71 4.47
H32 -0.44 -1.82 4.15

Computed properties:
**HOMO energy**: -3.26 eV
**Charge**: -1
**2S+1**: 1
**LUMO energy**: 2.653 eV
**HOMO-LUMO gap**: 5.9 eV

Version ii
Computed, not measured: C20H32N2O7SbW as an isolated structure, with wB97M-V/def2-TZVPD.

Geometry (Å):
W1 -0.11 1.05 0.20
O1 4.82 0.90 3.88
C1 3.88 0.84 3.10
C2 3.95 0.87 1.61
O2 4.96 0.80 0.90
C3 2.56 0.95 1.17
C4 1.69 0.86 2.28
O3 0.40 0.85 2.02
C5 2.42 0.73 3.52
O4 2.00 0.54 4.65
O5 2.07 1.02 -0.02
C6 0.41 2.92 -3.73
C7 0.20 2.62 -2.27
N1 -0.06 1.37 -1.79
O6 0.18 0.28 -2.70
C8 0.20 3.58 -1.25
C9 0.41 5.06 -1.37
N2 0.01 2.99 -0.05
O7 0.12 3.61 1.08
H1 1.34 2.48 -4.11
H2 0.47 3.99 -3.89
H3 -0.42 2.53 -4.33
H4 0.40 0.66 -3.56
H5 -0.15 5.47 -2.21
H6 1.46 5.31 -1.49
H7 0.06 5.50 -0.44
C10 -2.32 -0.61 2.33
C11 -2.87 0.61 1.57
C12 -2.68 1.86 2.45
C13 -4.37 0.38 1.32
C14 -2.11 0.86 0.28
H8 -2.85 -0.75 3.27
H9 -1.26 -0.48 2.56
H10 -2.43 -1.52 1.74
H11 -3.21 1.77 3.40
H12 -3.05 2.75 1.93
H13 -1.62 2.01 2.64
H14 -4.91 0.27 2.26
H15 -4.52 -0.52 0.73
H16 -4.81 1.22 0.78
H17 -2.83 1.00 -0.55
C15 0.75 -4.78 0.17
C16 0.19 -3.59 0.93
Sb1 0.32 -1.59 -0.12
C17 1.98 -2.13 -1.46
C18 3.32 -2.24 -0.74
C19 -1.46 -1.97 -1.36
C20 -1.47 -3.17 -2.29
H18 0.45 -5.71 0.66
H19 1.83 -4.75 0.14
H20 0.38 -4.80 -0.85
H21 0.70 -3.50 1.89
H22 -0.87 -3.74 1.13
H23 2.02 -1.33 -2.21
H24 1.72 -3.07 -1.96
H25 3.67 -1.26 -0.42
H26 4.07 -2.65 -1.42
H27 3.26 -2.88 0.14
H28 -1.59 -1.05 -1.93
H29 -2.29 -2.04 -0.66
H30 -0.57 -3.19 -2.90
H31 -2.33 -3.12 -2.95
H32 -1.54 -4.09 -1.71

Computed properties:
**HOMO energy (alpha / beta)**: -3.02 / -3.03 eV
**Charge**: -1
**2S+1**: 1
**LUMO energy (alpha / beta)**: 1.498 / 1.475 eV
**HOMO-LUMO gap (alpha / beta)**: 4.5 / 4.5 eV

Verdict on stability: version i comes out on top.

Version i
Computed, not measured: a 2-piece molecular cluster, CH2N2O3 overall, with wB97M-V/def2-TZVPD.

Geometry (Å):
C1 0.09 0.72 -0.44
N1 -0.42 0.29 1.69
N2 0.04 -0.62 -0.77
O1 0.06 -0.69 1.89
O2 0.79 -1.34 -0.12
O3 -0.87 -1.07 -1.44
H1 1.05 1.31 -0.16
H2 -0.73 1.39 -0.65

Computed properties:
**HOMO energy (alpha / beta)**: -9.33 / -9.29 eV
**Charge**: 0
**2S+1**: 1
**LUMO energy (alpha / beta)**: -1.224 / -1.294 eV
**HOMO-LUMO gap (alpha / beta)**: 8.1 / 8.0 eV

Version ii
Computed, not measured: an isolated molecule of CH2N2O3, with wB97M-V/def2-TZVPD.

Geometry (Å):
C1 0.93 -0.65 -0.45
N1 -0.03 -0.41 0.46
O1 -0.51 -1.11 1.37
N2 -0.85 0.86 0.08
O2 -0.41 1.53 -0.82
O3 -1.85 0.99 0.68
H1 1.59 -1.55 -0.35
H2 1.14 0.34 -0.96

Computed properties:
**SMILES**: C=[N+]([O-])[N+](=O)[O-]
**HOMO energy (alpha / beta)**: -10.00 / -10.00 eV
**Charge**: 0
**2S+1**: 1
**LUMO energy (alpha / beta)**: -0.975 / -0.975 eV
**HOMO-LUMO gap (alpha / beta)**: 9.0 / 9.0 eV

Version iii
Computed, not measured: an isolated molecule of CH2N2O3, with wB97M-V/def2-TZVPD.

Geometry (Å):
N1 0.45 0.04 0.61
N2 1.55 0.07 -0.32
C1 -0.77 -0.10 -0.12
O1 1.69 1.32 0.02
O2 -1.74 -0.33 0.78
O3 -0.92 -0.01 -1.31
H1 -2.57 -0.45 0.30
H2 2.30 -0.54 0.04

Computed properties:
**HOMO energy (alpha / beta)**: -10.61 / -10.21 eV
**Charge**: 0
**2S+1**: 1
**LUMO energy (alpha / beta)**: -1.853 / -1.748 eV
**HOMO-LUMO gap (alpha / beta)**: 8.8 / 8.5 eV

Version iv
Computed, not measured: a 2-piece molecular cluster, CH2N2O3 overall, with wB97M-V/def2-TZVPD.

Geometry (Å):
C1 -0.87 -0.74 1.19
N1 -1.31 1.78 1.83
N2 -0.11 -0.38 0.24
O1 -1.30 -1.64 1.74
O2 -1.62 2.25 0.60
O3 -0.26 2.13 0.94
H1 -0.16 0.63 -0.08
H2 -0.19 -1.15 -0.50

Computed properties:
**HOMO energy (alpha / beta)**: -9.37 / -7.51 eV
**Charge**: 0
**2S+1**: 1
**LUMO energy (alpha / beta)**: -0.094 / -0.448 eV
**HOMO-LUMO gap (alpha / beta)**: 9.3 / 7.1 eV

Verdict on stability: version iii comes out on top.